Record 1
The following is a quantum chemistry calculation of the ion C17H17F4O with charge +1, from OMol25.

Each line ends with the Löwdin charge.
CARTESIAN COORDINATES (ANGSTROEM)
F1 -3.1962 3.2593 -1.7610  0.063
C1 -2.9143 1.9122 -1.6513  -0.197
C2 -3.9882 1.0107 -1.6750  0.109
C3 -3.6273 -0.3388 -1.5765  -0.203
F2 -4.6396 -1.2766 -1.6219  0.061
C4 -2.3213 -0.7638 -1.3777  0.040
C5 -1.3113 0.1866 -1.1650  -0.169
C6 0.0232 -0.3410 -0.6749  -0.038
C7 1.3588 0.1988 -1.1450  -0.155
C8 2.3689 -0.7432 -1.4101  0.040
C9 3.6761 -0.3133 -1.6144  -0.205
F3 4.6921 -1.2475 -1.6669  0.057
C10 4.0349 1.0372 -1.6957  0.106
C11 2.9625 1.9359 -1.6296  -0.196
F4 3.2405 3.2860 -1.7307  0.058
C12 1.6442 1.5487 -1.3885  0.052
C13 -1.5901 1.5295 -1.4507  0.050
H1 -5.0067 1.3405 -1.7731  0.141
H2 -2.0857 -1.8337 -1.3520  0.140
H3 0.0406 -1.4531 -0.6705  0.147
H4 2.1399 -1.8139 -1.4014  0.137
H5 5.0527 1.3700 -1.7999  0.141
H6 0.8675 2.3079 -1.3487  0.106
H7 -0.8047 2.2805 -1.5085  0.109
C14 1.2702 -1.6236 2.0438  -0.009
C15 0.0107 -0.8166 2.1404  -0.501
C16 -1.2543 -1.6109 2.0850  -0.017
C17 0.0262 0.0836 3.3643  -0.020
O1 -0.0095 0.1659 0.8759  0.018
H8 2.1588 -0.9808 2.1444  0.112
H9 1.2979 -2.3460 2.8805  0.121
H10 1.3123 -2.1884 1.1032  0.089
H11 -2.1324 -0.9525 2.2239  0.110
H12 -1.3416 -2.1387 1.1213  0.090
H13 -1.2799 -2.3638 2.8978  0.123
H14 -0.8837 0.7063 3.4776  0.104
H15 0.0557 -0.5221 4.2910  0.118
H16 0.9167 0.7407 3.4335  0.109
H17 -0.7633 0.7677 1.0061  0.158

Output
HOMO energy: -12.89 eV
2S+1: 1
Net charge: +1
Lowest unoccupied orbital energy: -0.14309 hartree


Record 2
The following is a quantum chemistry calculation of a structure of composition C17H17IMnN8O3S, from OMol25.

Each line ends with the Löwdin charge.
CARTESIAN COORDINATES (ANGSTROEM)
Mn1 0.3420 0.5896 0.0762  0.810
C1 5.3591 -0.5660 -2.8870  0.004
N1 4.2263 -0.0920 -2.1059  -0.070
C2 4.3243 0.7312 -0.9091  0.010
C3 2.8688 0.8116 -0.5202  -0.498
O1 2.3634 1.3376 0.4773  -0.042
N2 2.1037 0.1776 -1.4247  0.124
C4 2.9417 -0.3599 -2.3374  -0.372
N3 2.5088 -1.0763 -3.3629  0.246
H1 6.2730 -0.3057 -2.3627  0.102
H2 5.3870 -0.1016 -3.8734  0.104
H3 5.3275 -1.6507 -2.9937  0.100
H4 4.7247 1.7242 -1.1225  0.158
H5 4.9262 0.2683 -0.1272  0.154
H6 1.5183 -1.2146 -3.4687  0.136
H7 3.1343 -1.4510 -4.0550  0.123
C5 0.3427 1.0602 3.2887  0.005
N4 0.0542 -0.3306 3.5844  -0.097
C6 -0.5647 -0.7957 4.7336  -0.013
C7 -0.6719 -2.1318 4.6155  -0.031
N5 -0.1185 -2.4588 3.3963  0.097
C8 0.2927 -1.3592 2.7577  -0.700
S1 1.0886 -1.3491 1.2337  0.768
H8 0.1963 1.6494 4.1877  0.108
H9 -0.3399 1.4416 2.5320  0.088
H10 1.3664 1.1707 2.9446  0.088
H11 -0.8764 -0.1356 5.5253  0.137
H12 -1.0908 -2.8645 5.2832  0.132
H13 -0.1467 -3.3660 2.9617  0.167
I1 -7.9060 -1.0105 -2.5120  0.890
C9 -6.0676 -0.8824 -1.5209  -0.723
C10 -5.9194 -1.4777 -0.2752  -0.136
C11 -4.7072 -1.3735 0.3853  -0.009
C12 -3.6487 -0.6872 -0.1997  -0.139
C13 -3.8062 -0.1058 -1.4543  -0.012
C14 -5.0189 -0.1984 -2.1185  -0.139
C15 -2.3827 -0.5285 0.5684  -0.521
O2 -2.2892 -0.8724 1.7318  0.072
O3 -1.4006 0.0201 -0.1220  -0.193
H14 -6.7453 -2.0092 0.1777  0.097
H15 -4.5693 -1.8204 1.3605  0.120
H16 -2.9762 0.4256 -1.8995  0.116
H17 -5.1497 0.2642 -3.0869  0.096
N6 -0.0582 2.2913 -0.5157  0.023
C16 0.2746 3.3551 -0.9322  -0.280
N7 0.5311 4.4805 -1.3432  0.127
C17 1.5516 5.1011 -1.8998  -0.347
N8 2.4265 5.6749 -2.3912  0.120

Output
Expectation value of S²: 6.08
HOMO energy (alpha / beta): -10.70 / -10.70 eV
2S+1: 5
Net charge: +1
Lowest unoccupied orbital energy (alpha / beta): -0.17669 / -0.12500 hartree
ΔE to the lowest compared entry with this formula, charge and spin: 0.114 eV


Record 3
The following is a quantum chemistry calculation of an isolated molecule of C17H17N3O4, from OMol25.

Each line ends with the Löwdin charge.
CARTESIAN COORDINATES (ANGSTROEM)
N1 2.1598 -2.2479 -1.3077  0.177
C1 2.3176 -1.1536 -0.5267  -0.355
N2 1.4383 -0.3758 -0.0221  0.130
O1 0.0559 -0.5277 -0.1908  0.028
C2 -0.6187 -1.6665 -0.1237  -0.488
O2 -0.1392 -2.7760 -0.0339  0.081
C3 -2.0979 -1.3724 -0.1297  -0.088
C4 -2.5463 -1.0195 1.2937  -0.172
C5 -4.0447 -0.6994 1.3465  -0.156
C6 -4.3740 0.5168 0.5274  -0.253
C7 -4.9789 0.4009 -0.7170  -0.054
C8 -5.2490 1.5246 -1.4789  -0.085
C9 -4.9140 2.7810 -1.0054  -0.095
C10 -4.3110 2.9078 0.2348  -0.082
C11 -4.0441 1.7836 0.9943  -0.043
C12 3.7063 -0.7066 -0.2521  -0.137
C13 4.7198 -1.6280 0.0009  -0.018
C14 6.0134 -1.2048 0.2639  -0.053
C15 6.3153 0.1433 0.2749  0.008
C16 5.2993 1.0600 0.0297  -0.134
N3 5.6084 2.4732 0.0414  -0.363
O3 4.7246 3.2451 -0.2536  0.092
O4 6.7375 2.7948 0.3427  0.082
C17 4.0004 0.6514 -0.2283  0.070
H1 2.9809 -2.7726 -1.5588  0.097
H2 1.2984 -2.7758 -1.2064  0.078
H3 -2.6251 -2.2603 -0.4800  0.132
H4 -2.2989 -0.5308 -0.7927  0.124
H5 -1.9769 -0.1545 1.6382  0.119
H6 -2.3310 -1.8597 1.9574  0.123
H7 -4.3229 -0.5246 2.3883  0.118
H8 -4.6110 -1.5587 0.9825  0.115
H9 -5.2444 -0.5777 -1.0921  0.112
H10 -5.7217 1.4183 -2.4446  0.101
H11 -5.1233 3.6584 -1.5992  0.100
H12 -4.0488 3.8859 0.6109  0.102
H13 -3.5766 1.8881 1.9632  0.115
H14 4.4990 -2.6857 0.0224  0.115
H15 6.7860 -1.9311 0.4630  0.110
H16 7.3147 0.4995 0.4717  0.120
H17 3.2228 1.3772 -0.4045  0.127

Output
Structure (SMILES): N/C(=N\OC(=O)CCCc1ccccc1)c1cccc([N+](=O)[O-])c1
HOMO energy: -9.22 eV
2S+1: 1
Lowest unoccupied orbital energy: -0.02115 hartree
ΔE to the lowest compared entry with this formula, charge and spin: 2.925 eV


no.,molar mass (g/mol),electronic energy (eV)
1,313.31,-30814.1377
2,595.28,-86220.5587
3,327.34,-30561.6832